# 1
C4H15N3O | wB97M-V/def2-TZVPD

XYZ file:
```
23
C4H15N3O, DFT wB97M-V/def2-TZVPD
N -1.1706 0.1060 3.3177
C -1.4836 0.3813 1.9410
C -0.3082 0.5942 1.0072
C 0.5051 -0.5969 0.4772
N 1.9278 -0.3996 0.6869
C 0.1423 -0.9231 -0.9530
N 0.6348 -2.1944 -1.4832
H -0.7678 0.8808 3.8204
H -0.6534 -0.7448 3.4651
H -2.1971 1.1925 1.8524
H -2.0585 -0.4609 1.5468
H -0.4373 1.2585 0.1515
H 0.4088 1.2061 1.5211
H 0.1583 -1.4904 1.0366
H 2.4635 -1.0237 0.0914
H 2.2100 -0.6275 1.6359
H -0.9419 -0.9707 -0.9972
H 0.4774 -0.1646 -1.6557
H 1.4686 -2.0232 -2.0407
H 0.9019 -2.8557 -0.7642
O -0.3326 2.5987 -4.3073
H -0.2770 3.5374 -4.0846
H -1.0070 2.3186 -3.6858
```

Calculated values
gap between HOMO and LUMO = 9.944 eV
SMILES = NCC[C@H](N)CN.O
HOMO energy = -9.19 eV


# 2
C4H15N3S | wB97M-V/def2-TZVPD

XYZ file:
```
23
C4H15N3S, DFT wB97M-V/def2-TZVPD
C -1.4060 -0.6477 1.8573
N -2.1662 -0.6337 0.6179
C -0.1312 0.1490 1.6630
N -0.3884 1.4595 1.0423
H -1.1160 -1.6231 2.1957
H -2.0019 -0.1983 2.6360
H -1.6861 -1.1808 -0.0894
H -3.0769 -1.0549 0.7333
H 0.5402 -0.3833 0.9906
H 0.3973 0.2810 2.6121
H 0.4735 1.7128 0.1780
H -1.3132 1.4194 0.5666
H -0.4582 2.1844 1.7467
C 1.4289 -0.7957 -1.4666
C 1.9229 0.5120 -2.0560
S 1.7884 1.9158 -0.8918
N -0.0169 -0.8580 -1.3196
H 1.8976 -0.9395 -0.4921
H 1.7272 -1.6328 -2.0835
H 1.3645 0.7320 -2.9581
H 2.9741 0.4533 -2.3212
H -0.4275 -0.8938 -2.2338
H -0.3261 0.0224 -0.9274
```

Calculated values
gap between HOMO and LUMO = 7.840 eV
HOMO energy = -7.20 eV


# 3
C4H15NO2 | wB97M-V/def2-TZVPD

XYZ file:
```
22
C4H15NO2, DFT wB97M-V/def2-TZVPD
C 1.0206 1.7049 0.1085
C 0.8399 0.4018 -0.6620
N -0.5375 0.0068 -0.8921
C -1.0522 0.4171 -2.1730
C -0.7799 -1.3937 -0.6406
H 0.8826 2.5367 -0.5987
H 0.3271 1.9130 0.9157
H 2.0603 1.8116 0.4225
H 1.4468 -0.3956 -0.2282
H 1.3290 0.5870 -1.6333
H -0.8065 -0.3202 -2.9647
H -0.5856 1.3474 -2.4991
H -2.1387 0.5103 -2.1484
H -0.3048 -2.0218 -1.4187
H -0.3628 -1.6794 0.3260
H -1.8297 -1.5936 -0.6194
H 3.5225 -1.6099 2.2758
H 5.0199 -1.6925 2.5731
O 4.3663 -1.1734 2.1001
H -4.7145 0.2204 1.8732
H -3.9625 0.6269 0.5885
O -3.8263 0.3317 1.5067
```

Calculated values
total charge = -1
multiplicity = 2
expectation value of S² = 0.750
gap between HOMO and LUMO (spin up / spin down) = 1.832 / 8.256 eV
HOMO energy (spin up / spin down) = 1.21 / -5.10 eV


# 4
C4H15NO2 | wB97M-V/def2-TZVPD

XYZ file:
```
22
C4H15NO2, DFT wB97M-V/def2-TZVPD
C -0.4160 1.7736 1.3506
C 0.6597 0.7133 1.7620
N 0.9691 -0.2975 0.7807
C -0.1742 -0.9998 0.2319
C 0.2735 -2.4142 -0.2093
H -0.8023 1.5620 0.3514
H -0.0404 2.7951 1.2589
H -1.2596 1.7678 2.0420
H 1.5857 1.2355 1.9972
H 0.2249 0.2515 2.6504
H 1.5721 0.0455 0.0474
H -0.9292 -1.0279 1.0184
H -0.5576 -0.5480 -0.6816
H 1.3440 -2.3161 -0.3837
H 0.2270 -3.1293 0.6181
H -0.2854 -2.7858 -1.0626
H 1.1942 0.9108 -2.7637
H 2.4890 0.4608 -2.1657
O 1.5262 0.4352 -1.9742
H -1.7926 0.2363 -1.6696
H -3.1655 0.7761 -1.2112
O -2.6426 0.5552 -1.9875
```

Calculated values
total charge = -1
multiplicity = 2
expectation value of S² = 0.751
gap between HOMO and LUMO (spin up / spin down) = 2.868 / 8.635 eV
HOMO energy (spin up / spin down) = 0.76 / -5.18 eV


# 5
C4H15NO2 | wB97M-V/def2-TZVPD

XYZ file:
```
22
C4H15NO2, DFT wB97M-V/def2-TZVPD
C 2.6151 0.1075 -0.1698
C 1.6337 -1.0565 0.3258
C 0.7569 -1.6520 -0.7286
C -0.4989 -0.8120 -1.0880
N -1.3991 -0.7253 0.0528
H 2.2286 1.1108 -0.2570
H 3.0280 -0.2709 -1.1220
H 3.4055 0.2149 0.5885
H 2.3711 -1.8787 0.5639
H 1.0542 -0.6301 1.2584
H 1.4480 -1.7461 -1.5674
H 0.4215 -2.7349 -0.4453
H -0.9786 -1.0661 -2.0529
H -0.1293 0.2079 -1.4391
H -1.9752 0.0803 -0.0950
H -0.8946 -0.4914 0.8855
O 0.1168 1.4244 1.1037
H 0.1907 2.3421 1.3454
H -0.8203 1.3782 0.7515
O -2.6314 1.7399 0.2025
H -2.9931 2.2628 0.9342
H -3.4868 1.4618 -0.2047
```

Calculated values
gap between HOMO and LUMO = 8.863 eV
SMILES = CCCCN.O.O
HOMO energy = -8.69 eV


# 6
C4H15NO2 | wB97M-V/def2-TZVPD

XYZ file:
```
22
C4H15NO2, DFT wB97M-V/def2-TZVPD
C -2.6788 0.5303 0.3622
C -1.3563 -0.0242 -0.0681
C -0.0803 0.8537 0.1794
C -1.0624 -1.4137 0.4906
N 0.1216 -2.0682 0.0077
H -3.3571 1.3252 -0.0961
H -2.6918 0.7417 1.4426
H -3.2630 -0.4857 0.2387
H -1.3382 -0.0975 -1.2051
H -0.2077 1.7095 0.8954
H 0.8981 0.3861 0.5178
H 0.1054 1.4758 -0.7774
H -1.8657 -2.1642 0.2850
H -0.9083 -1.4110 1.6291
H 0.9498 -1.8377 0.5348
H 0.2980 -1.7061 -0.9366
O 3.2576 -0.6356 -0.2488
H 2.9814 0.1914 -0.7093
H 2.9492 -1.2685 -0.6773
O 2.3360 1.8441 -1.0031
H 1.8452 1.5729 -0.2127
H 3.0673 2.4816 -0.6486
```

Calculated values
gap between HOMO and LUMO = 10.034 eV
SMILES = CC(C)CN.O.O
HOMO energy = -9.38 eV


# 7
C4H15NO2 | wB97M-V/def2-TZVPD

XYZ file:
```
22
C4H15NO2, DFT wB97M-V/def2-TZVPD
C -0.2527 -0.4561 -1.5388
C -0.0824 0.9281 -0.7744
C 1.0899 1.6893 -1.3217
C 0.0885 0.6220 0.7759
N -1.1995 0.1322 1.4186
H -1.1276 -1.0700 -1.1646
H -0.4930 -0.3130 -2.5553
H 0.7105 -1.0749 -1.3687
H -0.8947 1.4910 -0.9678
H 1.6149 2.2329 -0.6266
H 0.9971 2.0371 -2.4642
H 1.8653 0.9429 -1.4312
H 0.6674 -0.2601 0.9505
H 0.4479 1.5753 1.3467
H -1.7349 0.9410 1.0986
H -1.5583 -0.7669 1.2430
O -0.8136 -3.7002 -1.2379
H -1.2628 -2.8456 -0.9128
H -1.5423 -4.3133 -1.5489
O 1.5304 0.7756 3.6557
H 1.0362 0.8304 4.4430
H 0.9137 0.6022 2.9809
```

Calculated values
gap between HOMO and LUMO = 10.135 eV
SMILES = CC(C)CN.O.O
HOMO energy = -9.48 eV


# 8
C4H15NO2 | wB97M-V/def2-TZVPD

XYZ file:
```
22
C4H15NO2, DFT wB97M-V/def2-TZVPD
C -1.2842 -1.1566 0.3242
C -1.2834 0.2616 0.8917
C -0.5057 1.3330 0.1102
N 0.8634 1.5254 0.5021
C 1.3845 1.4479 1.8352
H -1.3406 -1.1240 -0.7693
H -2.2227 -1.6372 0.6183
H -0.4553 -1.7606 0.7003
H -1.0951 0.3870 1.9474
H -2.3145 0.6166 0.7416
H -1.0701 2.2636 0.2996
H -0.5800 1.1442 -0.9586
H 1.4221 2.0775 -0.1322
H 2.4320 1.1374 1.8201
H 0.8907 0.7042 2.4401
H 1.3673 2.4110 2.3473
O 1.7478 -0.9361 -1.0193
H 1.0247 -0.4606 -0.5845
H 1.4263 -1.8409 -1.0840
O -0.1997 -1.8251 -3.1504
H 0.3802 -1.8762 -3.9113
H -0.5877 -2.6920 -2.9681
```

Calculated values
gap between HOMO and LUMO = 8.745 eV
SMILES = CCCNC.O.O
HOMO energy = -8.02 eV


Let's list ΔE to the lowest compared entry with this formula, charge and spin in order: 97.53, 45.40, 102.24, 47.80, 173.18, 261.58, 251.27, 147.39 kJ/mol.
Let's list F_max in order: 1.72, 1.17, 1.12, 1.22, 2.74, 11.73, 4.58, 1.81 eV/Å.
Let's list energy in order: -10908.52875, -19696.06999, -9974.37651, -9974.94078, -9975.29136, -9974.37510, -9974.48198, -9975.55858 eV.